# 1
Computed, not measured: an isolated molecule of C2H4N4 in a non-equilibrium geometry, with the ωB97M-V functional and the def2-TZVPD basis.

```
10
Properties=species:S:1:pos:R:3
C 1.19 0.01 -0.74
N -0.11 -0.01 0.08
C -0.56 -0.94 0.83
N -2.37 0.36 1.27
N -2.06 1.24 0.61
N -0.61 1.19 -0.24
H 1.99 -0.13 -0.01
H 1.35 0.94 -1.29
H 1.10 -0.82 -1.44
H 0.08 -1.84 0.92
```

Values from the calculation:
LUMO (spin up / spin down), eV: -0.568 / -0.567
DFT total energy, Ha: -297.4130
Energy above the lowest of the compared OMol25 structures with the same formula, charge and spin, kcal per mole: 145.1
HOMO-LUMO gap (spin up / spin down), eV: 8.1 / 8.1

# 2
Computed, not measured: an isolated molecule of C5H8FN in a non-equilibrium geometry, with the ωB97M-V functional and the def2-TZVPD basis.

```
15
Properties=species:S:1:pos:R:3
C -1.38 -0.62 -0.83
C -0.66 0.32 0.04
F -1.59 1.12 0.74
C 0.26 1.13 -0.78
N 1.54 0.92 -0.64
C 1.68 -0.08 0.46
C 0.29 -0.31 1.04
H -2.13 -1.06 -0.24
H -0.68 -1.33 -1.07
H -1.76 -0.16 -1.70
H -0.14 1.76 -1.45
H 2.34 0.37 1.23
H 2.07 -0.89 0.06
H -0.06 -1.30 1.15
H 0.22 0.15 2.00
```

Values from the calculation:
LUMO, eV: 0.996
DFT total energy, Ha: -349.8980
Energy above the lowest of the compared OMol25 structures with the same formula, charge and spin, kcal per mole: 13.4
Structure (SMILES): C[C@]1(F)C=NCC1
HOMO-LUMO gap, eV: 11.2

# 3
Computed, not measured: a structure of composition C2H5BrClN, with the ωB97M-V functional and the def2-TZVPD basis.

```
10
Properties=species:S:1:pos:R:3
C -0.10 0.79 -1.17
C 0.48 -0.35 1.95
N 0.43 -0.52 -0.86
Cl 0.65 -1.91 2.56
Br -1.25 0.35 2.19
H -1.08 1.00 -0.72
H 0.60 1.55 -0.81
H -0.19 0.88 -2.25
H 0.73 -0.55 0.13
H -0.27 -1.23 -1.02
```

Values from the calculation:
LUMO, eV: -1.369
DFT total energy, Ha: -3168.0372
Energy above the lowest of the compared OMol25 structures with the same formula, charge and spin, kcal per mole: 86.9
HOMO-LUMO gap, eV: 7.7

# 4
Computed, not measured: a structure of composition C8H14BBa2F6NO7 in a non-equilibrium geometry, with the ωB97M-V functional and the def2-TZVPD basis.

```
39
Properties=species:S:1:pos:R:3
Ba 0.99 0.26 4.81
Ba 3.90 1.40 2.82
B 3.28 -0.07 4.26
H 3.97 0.68 4.61
H 2.89 -0.68 5.07
H 2.49 0.41 3.70
H 3.94 -0.65 3.65
N 1.15 0.86 1.66
O 2.33 0.86 1.49
O 0.41 1.28 0.80
O 0.76 0.45 2.73
C -1.65 2.51 0.00
C -0.90 1.58 -0.88
O -1.31 1.58 -2.24
C -2.34 0.83 -2.60
O -2.90 0.03 -1.85
C -2.84 1.01 -4.08
F -1.92 1.64 -4.84
F -3.26 -0.12 -4.64
F -3.88 1.84 -4.00
H -1.72 3.50 -0.45
H -0.94 2.61 0.82
H -2.62 2.23 0.41
H -0.73 0.59 -0.46
H 0.17 1.77 -0.85
C 1.96 -1.07 -0.01
C 0.46 -0.59 -0.02
O -0.25 -1.29 -1.08
C -0.95 -2.47 -0.77
O -0.85 -2.99 0.38
C -1.54 -3.32 -1.97
F -2.73 -3.80 -1.53
F -1.57 -2.59 -3.07
F -0.81 -4.41 -2.14
H 2.46 -0.79 0.92
H 2.34 -0.66 -0.94
H 2.09 -2.15 -0.11
H 0.22 0.33 -0.56
H -0.11 -0.61 0.91
```

Values from the calculation:
LUMO, eV: -8.530
DFT total energy, Ha: -1568.5516
Total charge: +2
HOMO-LUMO gap, eV: 6.4

# 5
Computed, not measured: a cluster of 2 separate species, C5H6O in total, with the ωB97M-V functional and the def2-TZVPD basis.

```
12
Properties=species:S:1:pos:R:3
C -1.08 -1.52 -1.27
C -0.61 -1.11 -0.23
C -0.01 -0.61 1.00
C 0.79 0.67 1.03
C -0.38 0.72 1.58
H -1.51 -1.88 -2.18
H 0.29 -1.41 1.69
H 1.76 1.07 0.79
H -1.10 1.24 2.21
O 0.98 1.12 -1.61
H 0.73 0.19 -1.69
H 0.14 1.53 -1.34
```

Values from the calculation:
LUMO, eV: 1.015
DFT total energy, Ha: -269.1939
Energy above the lowest of the compared OMol25 structures with the same formula, charge and spin, kcal per mole: 95.6
Structure (SMILES): C#CC1C=C1.O
HOMO-LUMO gap, eV: 10.7

# 6
Computed, not measured: a cluster of 2 separate species, C6H16OSSi in total in a non-equilibrium geometry, with the ωB97M-V functional and the def2-TZVPD basis.

```
25
Properties=species:S:1:pos:R:3
C 0.40 -1.65 -0.41
C 2.24 0.26 1.35
C 2.59 0.49 -1.76
C 0.10 -2.42 -1.62
C -1.80 0.46 1.97
C -3.14 1.58 0.10
O -0.33 1.51 -0.25
Si 1.69 -0.39 -0.33
S -1.51 0.64 0.10
H 0.26 -2.15 0.51
H 3.31 0.04 1.51
H 2.17 1.39 1.30
H 1.67 -0.24 2.18
H 2.54 1.56 -1.79
H 3.65 0.28 -1.77
H 2.24 0.10 -2.82
H 0.48 -1.84 -2.51
H 0.44 -3.50 -1.50
H -1.04 -2.44 -1.66
H -1.41 1.30 2.55
H -2.87 0.46 2.00
H -1.46 -0.47 2.46
H -2.98 2.54 0.57
H -3.38 1.45 -0.96
H -3.85 1.03 0.78
```

Values from the calculation:
LUMO, eV: 0.662
DFT total energy, Ha: -1000.9925
Energy above the lowest of the compared OMol25 structures with the same formula, charge and spin, kcal per mole: 29.7
HOMO-LUMO gap, eV: 7.4

# 7
Computed, not measured: a structure of composition C27H44BrHgNP2S in a non-equilibrium geometry, with the ωB97M-V functional and the def2-TZVPD basis.

```
77
Properties=species:S:1:pos:R:3
C -4.94 -0.86 -2.11
C -3.81 -0.80 -2.95
C -3.67 0.29 -3.83
C -4.66 1.29 -3.80
N -5.70 1.24 -2.98
C -5.86 0.20 -2.17
C -2.74 -1.76 -2.88
C -1.75 -2.46 -2.66
C -0.78 -3.07 -1.80
C -1.06 -2.82 -0.43
C -0.13 -3.16 0.56
C 1.16 -3.36 0.09
C 1.49 -3.70 -1.22
C 0.43 -3.70 -2.16
Hg 1.03 -0.83 1.40
P -0.81 0.92 1.27
H -2.81 0.39 -4.50
H -5.09 -1.67 -1.41
H -4.56 2.16 -4.44
H -6.73 0.20 -1.52
H 0.59 -4.11 -3.17
H -1.98 -2.30 -0.18
H 2.54 -3.91 -1.51
H -0.38 -3.13 1.61
C -0.53 2.35 2.38
C -1.23 3.68 2.09
H 0.57 2.51 2.42
H -0.84 1.99 3.37
H -0.95 4.39 2.87
H -0.95 4.13 1.13
H -2.33 3.60 2.14
C -1.22 1.59 -0.40
C -2.53 2.35 -0.65
H -1.20 0.71 -1.06
H -0.37 2.23 -0.66
H -2.52 2.69 -1.70
H -3.44 1.74 -0.54
H -2.63 3.25 -0.04
C -2.44 0.27 1.80
C -3.47 1.23 2.40
H -2.22 -0.54 2.52
H -2.86 -0.19 0.90
H -4.35 0.65 2.68
H -3.13 1.77 3.29
H -3.81 1.98 1.66
Br 2.90 -2.68 1.34
P 2.93 0.57 -0.29
C 2.62 2.37 -0.51
C 3.85 3.27 -0.60
H 1.99 2.68 0.34
H 2.01 2.48 -1.42
H 3.52 4.31 -0.68
H 4.50 3.20 0.27
H 4.45 3.05 -1.49
C 4.65 0.37 0.31
C 5.79 0.21 -0.70
H 4.63 -0.48 1.01
H 4.87 1.28 0.90
H 6.73 0.07 -0.15
H 5.69 -0.66 -1.37
H 5.91 1.11 -1.33
C 2.76 -0.22 -1.93
C 3.25 0.49 -3.20
H 1.68 -0.43 -2.04
H 3.26 -1.19 -1.84
H 3.01 -0.16 -4.06
H 2.76 1.45 -3.38
H 4.33 0.65 -3.21
C 1.66 -2.55 4.57
S -0.07 -2.22 4.15
C -0.66 -3.92 3.91
H 2.17 -1.59 4.59
H 2.15 -3.18 3.82
H 1.73 -3.00 5.57
H 0.13 -4.57 3.52
H -1.02 -4.27 4.88
H -1.49 -3.87 3.21
```

Values from the calculation:
LUMO, eV: -6.888
DFT total energy, Ha: -4917.6371
Energy above the lowest of the compared OMol25 structures with the same formula, charge and spin, kcal per mole: 48.6
Total charge: +2
HOMO-LUMO gap, eV: 7.0

# 8
Computed, not measured: an isolated molecule of C3H4N2O in a non-equilibrium geometry, with the ωB97M-V functional and the def2-TZVPD basis.

```
10
Properties=species:S:1:pos:R:3
O -2.13 0.18 0.41
C -0.77 0.25 0.31
C 0.37 0.95 0.59
C 1.59 -0.06 -0.01
N 1.05 -1.08 -0.56
N -0.29 -1.02 -0.56
H -2.65 0.87 0.85
H 0.70 1.90 1.05
H 2.71 0.00 -0.19
H -0.59 -2.01 -0.42
```

Values from the calculation:
LUMO, eV: 0.534
DFT total energy, Ha: -301.3620
Energy above the lowest of the compared OMol25 structures with the same formula, charge and spin, kcal per mole: 78.6
Structure (SMILES): Oc1ccn[nH]1
HOMO-LUMO gap, eV: 9.6